DFT (the ωB97M-V functional and the def2-TZVPD basis) results for 12 unconnected molecules or ions with the total composition C19H21Cl33INO3.

The geometry in XYZ format:
```
78
Properties=species:S:1:pos:R:3:forces:R:3
C 6.265 1.598 -1.518 -0.3 -1.3 -0.5
C 5.379 0.352 -1.755 -0.1 1.4 0.5
I 6.068 -0.793 -3.450 -0.1 0.1 0.4
C 3.944 0.853 -2.025 0.3 -0.9 0.1
C 2.855 -0.127 -1.668 -0.6 -0.5 -0.2
C 1.548 0.013 -1.903 0.0 0.1 -0.6
C 0.826 1.175 -2.549 -0.5 -0.4 1.3
N 0.199 1.977 -1.455 0.8 -0.8 -0.5
C 0.813 -1.198 -1.382 0.3 0.9 -1.0
O -0.368 -1.339 -1.438 -0.1 -0.6 0.4
O 1.728 -2.098 -0.876 0.3 2.0 -1.4
C 2.982 -1.458 -0.985 0.6 -0.5 0.5
O 3.921 -2.019 -0.520 0.2 0.2 -0.1
H 7.297 1.252 -1.467 0.1 0.5 0.0
H 6.100 2.298 -2.341 0.3 -0.1 0.3
H 5.971 2.033 -0.559 0.1 0.1 -0.1
H 5.433 -0.277 -0.869 0.0 -0.3 -0.3
H 3.744 1.783 -1.477 0.2 -0.1 0.1
H 3.908 1.114 -3.088 -0.3 0.0 0.1
H 1.521 1.787 -3.124 -0.2 0.0 -0.1
H -0.023 0.837 -3.152 0.7 -0.1 -0.2
H -0.403 1.325 -0.925 0.9 0.7 -0.6
H 0.953 2.243 -0.825 -0.2 0.2 0.1
C -2.093 3.191 0.601 0.2 0.0 -0.4
Cl -2.149 1.505 0.053 -1.3 -0.1 0.8
Cl -0.739 3.455 1.705 0.0 -0.1 0.0
Cl -2.001 4.286 -0.776 -0.1 0.1 0.1
H -3.010 3.408 1.141 0.2 -0.4 -0.4
C -3.071 -2.232 1.234 -0.1 -0.2 0.0
Cl -2.712 -2.598 2.922 -0.3 0.1 -0.1
Cl -2.746 -3.638 0.222 0.0 0.2 0.1
Cl -4.743 -1.689 1.044 0.0 0.1 0.0
H -2.417 -1.429 0.920 0.0 0.0 0.0
C 0.711 -6.131 -0.396 0.1 0.1 0.1
Cl -1.010 -6.152 -0.792 0.1 -0.2 -0.1
Cl 1.625 -7.144 -1.518 0.0 0.0 0.1
Cl 1.318 -4.473 -0.402 -0.3 -1.1 0.0
H 0.832 -6.536 0.601 0.0 -0.1 0.0
C -2.345 2.174 -5.521 0.1 -0.1 0.1
Cl -1.956 2.228 -3.801 -0.3 0.2 -0.1
Cl -1.116 3.022 -6.463 0.0 0.0 0.0
Cl -2.509 0.505 -6.071 0.0 0.0 0.0
H -3.292 2.675 -5.671 0.0 0.0 0.0
C 7.038 0.760 3.056 0.0 0.1 0.0
Cl 5.387 1.010 2.474 0.0 0.0 0.0
Cl 8.174 0.646 1.712 -0.1 0.0 0.0
Cl 7.508 2.051 4.162 0.0 0.0 0.0
H 7.063 -0.176 3.598 0.0 0.0 0.0
C 7.305 4.719 -4.372 0.1 0.0 0.1
Cl 8.087 3.146 -4.531 0.0 0.0 0.0
Cl 6.061 4.670 -3.117 0.0 0.3 -0.1
Cl 8.492 5.975 -4.022 0.0 0.0 0.0
H 6.826 4.957 -5.312 0.0 0.0 0.0
C 1.274 -2.442 2.743 -0.1 0.1 0.0
Cl 2.703 -1.510 3.195 0.0 0.0 -0.1
Cl 0.208 -2.646 4.136 0.4 -0.4 0.0
Cl 0.418 -1.679 1.394 -0.4 0.1 1.2
H 1.598 -3.424 2.421 0.0 0.0 -0.1
C -5.004 5.609 3.237 -0.2 0.0 -0.1
Cl -3.509 4.903 2.612 -0.2 0.6 0.6
Cl -5.499 6.990 2.259 0.0 0.0 0.0
Cl -6.282 4.394 3.300 0.0 0.0 0.0
H -4.816 5.957 4.245 0.0 0.0 0.0
C -8.563 -2.806 2.325 0.0 0.1 0.0
Cl -9.305 -4.349 1.892 0.0 0.0 0.0
Cl -8.880 -1.592 1.085 0.1 0.0 0.0
Cl -9.142 -2.257 3.899 0.0 0.0 0.0
H -7.492 -2.952 2.390 0.0 0.0 0.0
C -8.832 -6.486 -1.230 0.1 0.0 -0.1
Cl -7.399 -6.766 -0.240 0.0 0.0 0.0
Cl -8.435 -5.504 -2.640 0.0 0.0 0.0
Cl -9.562 -8.017 -1.721 0.0 0.0 0.0
H -9.554 -5.943 -0.633 0.0 0.0 0.0
C -0.619 1.362 6.510 0.0 0.0 -0.2
Cl 0.567 2.665 6.373 0.0 0.0 0.0
Cl -2.237 1.949 6.122 -0.1 0.1 0.0
Cl -0.196 0.013 5.460 0.0 0.2 0.2
H -0.620 1.012 7.534 0.0 0.0 0.0
```
Forces are in eV/Å.

Results
Calculated total energy = -16501.00843 a.u.
Energy relative to the best compared isomer or geometry (same formula, charge and spin) = 13.7 kcal/mol
Lowest unoccupied orbital energy = -0.8 eV

DFT (the ωB97M-V functional and the def2-TZVPD basis) results for a gas-phase ion, C8H14N3O (charge +1).

The geometry in XYZ format:
```
26
Properties=species:S:1:pos:R:3:forces:R:3
C -0.718 -1.684 0.331 -1.5 1.3 -0.6
C -1.406 -0.741 1.319 -0.1 -1.5 1.7
C -2.725 0.040 -1.762 0.2 0.1 -0.5
C 0.497 -1.099 -0.296 0.4 0.0 0.4
C -2.141 0.383 0.556 -0.3 -1.7 -0.4
C 0.121 1.261 -0.016 -2.1 2.2 1.1
C 3.344 -0.416 -0.013 -0.5 -0.7 -0.8
C 0.971 0.176 -0.314 -2.1 -1.9 -0.1
N 0.645 2.454 0.162 0.8 0.4 0.9
N 2.259 0.519 -0.443 3.7 -0.6 0.2
N -2.875 -0.134 -0.543 -1.0 -0.2 2.4
O -1.196 1.386 0.092 0.7 -0.3 0.0
H -1.495 -1.791 -0.464 0.7 -1.0 0.4
H -0.498 -2.594 0.868 0.2 -0.5 -0.4
H -0.533 -0.375 1.902 -1.0 0.5 0.2
H -2.074 -1.406 2.089 1.3 2.0 -2.1
H -1.784 0.521 -2.158 -1.3 -0.2 -0.3
H -3.627 -0.362 -2.266 1.3 0.3 -1.0
H 1.214 -1.826 -0.598 0.4 -0.5 -0.4
H -2.924 0.845 1.186 1.0 0.5 -0.2
H 2.751 -1.077 0.635 1.0 -0.5 -0.2
H 3.984 -0.946 -0.826 -1.8 0.6 1.0
H 4.085 0.073 0.594 0.1 0.6 0.3
H 1.596 2.468 0.558 -0.5 0.3 -0.7
H -0.054 3.122 0.490 0.6 0.1 -0.1
H 2.583 1.203 -1.083 -0.3 0.7 -0.7
```
Forces are in eV/Å.

Results
Net charge = +1
Calculated total energy = -552.40362 a.u.
Energy relative to the best compared isomer or geometry (same formula, charge and spin) = 60.5 kcal/mol
Lowest unoccupied orbital energy = -4.6 eV

DFT (the ωB97M-V functional and the def2-TZVPD basis) results for 2 unconnected molecules or ions with the total composition C3H6ClN.

The geometry in XYZ format:
```
11
Properties=species:S:1:pos:R:3:forces:R:3
C -1.953 1.832 -0.214 0.6 -0.8 -0.7
C 1.033 0.317 0.572 -2.7 0.8 -2.7
C 0.567 -1.130 0.674 -2.0 1.4 0.1
N 0.389 1.311 0.078 2.0 -1.5 1.7
Cl -2.988 0.534 0.044 -0.8 -0.5 0.2
H -1.758 2.458 0.620 0.1 0.5 0.3
H -1.294 1.686 -1.056 -0.5 0.6 -0.1
H 2.077 0.416 0.626 1.7 0.6 0.6
H 0.393 -1.250 1.753 0.6 -0.9 -0.2
H 1.304 -1.744 0.145 -0.3 -0.2 0.7
H -0.475 -1.213 0.240 1.3 0.0 0.2
```
Forces are in eV/Å.

Results
Calculated total energy = -632.69357 a.u.
Energy relative to the best compared isomer or geometry (same formula, charge and spin) = 83.5 kcal/mol
Lowest unoccupied orbital energy (alpha / beta) = -0.2 / 0.4 eV

DFT (the ωB97M-V functional and the def2-TZVPD basis) results for a molecular structure, C3HFO3.

The geometry in XYZ format:
```
8
Properties=species:S:1:pos:R:3:forces:R:3
C -0.039 0.946 -1.043 -2.2 1.9 1.5
C -1.059 0.453 1.102 0.7 2.2 -0.5
C 0.331 -1.308 0.099 4.2 -2.4 -1.9
O 1.001 -2.284 -0.028 -2.1 1.9 -0.2
O 0.531 -0.071 -1.325 0.1 -0.9 -0.1
O -0.290 -0.690 0.934 -0.8 -0.9 1.3
F -0.248 1.090 2.015 -0.9 0.0 -0.8
H -0.228 1.864 -1.753 0.9 -1.8 0.7
```
Forces are in eV/Å.

Results
Calculated total energy = -440.27132 a.u.
Energy relative to the best compared isomer or geometry (same formula, charge and spin) = 134.2 kcal/mol
Lowest unoccupied orbital energy = -0.2 eV